DFT (the ωB97M-V functional and the def2-TZVPD basis) results for a cluster of 2 separate species, C2H3NO2 in total at a distorted geometry.

The geometry in XYZ format:
```
8
Properties=species:S:1:pos:R:3:nbo_charge:R:1
C -2.579 0.934 0.588 -0.073
N -2.251 0.090 -0.146 0.236
O -1.765 -0.744 -0.826 -0.386
H -3.093 1.625 1.072 0.225
C 1.065 -1.263 -0.125 0.257
O 0.123 -1.256 0.665 -0.498
H 1.493 -0.314 -0.335 0.117
H 1.442 -2.205 -0.547 0.121
```

## Properties
Energy above the lowest of the compared OMol25 structures with the same formula, charge and spin: 4.6328 eV
Orbital gap: 10.80 eV
HOMO energy: -9.813 eV
Total energy: -7703.21018 eV
SMILES: C#[N+][O-].C=O
Strongest force on any atom: 0.096 hartree/bohr
Spin multiplicity: 1
E_LUMO: 0.985 eV